Below is the molecule C3H5N3O at a distorted geometry, with properties calculated with the ωB97M-V functional and the def2-TZVPD basis.

Cartesian coordinates (Å):
C: -2.475 0.094 0.063
N: -1.204 0.216 -0.178
N: -0.596 -1.054 -0.168
C: 0.651 -1.105 0.019
C: 1.754 -0.109 -0.015
N: 1.406 1.164 -0.038
O: 2.925 -0.490 -0.019
H: -2.941 -0.867 0.337
H: -3.141 0.920 0.041
H: 1.107 -2.104 0.017
H: 0.407 1.461 -0.077
H: 2.106 1.874 0.020

strongest force on any atom	0.0532	Eh/bohr
SMILES	C=N/N=C\C(N)=O
orbital gap	9.459	eV
DFT total energy	-9708.2640	eV

Below is a structure of composition C45H32ClO5PPtS6Sb, with properties calculated with the ωB97M-V functional and the def2-TZVPD basis.

Cartesian coordinates (Å):
Pt: 0.339 -0.210 3.353
O: 4.069 -4.170 0.391
C: 3.398 -3.252 0.747
C: 3.793 -2.165 1.769
O: 4.868 -2.009 2.284
C: 2.553 -1.404 2.052
C: 1.427 -1.987 1.365
O: 0.240 -1.712 1.644
C: 1.937 -2.964 0.340
O: 1.376 -3.288 -0.666
O: 2.438 -0.441 2.867
Cl: 0.597 2.209 4.913
C: -0.982 2.850 4.492
C: -1.557 3.732 5.388
C: -2.797 4.275 5.081
C: -3.436 3.933 3.899
C: -2.840 3.045 3.019
C: -1.594 2.484 3.301
P: -0.765 1.386 2.109
C: 0.224 2.471 1.074
C: -0.391 3.408 0.244
C: 0.384 4.273 -0.508
C: 1.770 4.213 -0.427
C: 2.382 3.293 0.408
C: 1.610 2.420 1.161
C: -2.087 0.630 1.161
C: -2.069 0.607 -0.228
C: -3.101 -0.025 -0.911
C: -4.125 -0.644 -0.214
C: -4.128 -0.645 1.175
C: -3.111 -0.011 1.863
H: -1.043 3.987 6.303
H: -3.259 4.966 5.773
H: -4.401 4.358 3.664
H: -3.351 2.774 2.105
H: -1.471 3.465 0.180
H: -0.093 4.998 -1.154
H: 2.373 4.889 -1.018
H: 3.460 3.242 0.468
H: 2.094 1.690 1.797
H: -1.250 1.053 -0.778
H: -3.093 -0.029 -1.992
H: -4.927 -1.133 -0.753
H: -4.923 -1.137 1.720
H: -3.115 -0.012 2.948
C: 3.370 -2.314 5.189
S: 3.295 -0.709 6.002
C: 1.748 -0.501 6.697
C: 0.479 -0.995 6.321
S: 0.097 -1.999 4.993
S: -0.835 -0.418 7.274
C: 0.034 0.698 8.287
S: -0.647 1.675 9.380
S: 1.752 0.629 8.004
H: 4.387 -2.343 4.802
H: 2.665 -2.389 4.372
H: 3.217 -3.110 5.913
S: 1.485 -0.018 -1.218
Sb: 0.627 -0.952 -3.097
C: 2.104 -1.072 -4.576
C: 2.178 -0.094 -5.561
C: 3.239 -0.097 -6.455
C: 4.220 -1.072 -6.366
C: 4.145 -2.050 -5.384
C: 3.090 -2.050 -4.485
C: -0.810 0.407 -3.831
C: -1.942 -0.044 -4.501
C: -2.900 0.860 -4.937
C: -2.729 2.216 -4.701
C: -1.598 2.670 -4.036
C: -0.639 1.769 -3.599
C: -0.442 -2.743 -3.166
C: -0.274 -3.607 -4.240
C: -1.042 -4.762 -4.319
C: -1.968 -5.045 -3.328
C: -2.133 -4.180 -2.254
C: -1.368 -3.030 -2.167
H: 1.410 0.666 -5.644
H: 3.298 0.663 -7.223
H: 5.045 -1.073 -7.065
H: 4.911 -2.811 -5.316
H: 3.045 -2.812 -3.715
H: -2.082 -1.103 -4.687
H: -3.779 0.505 -5.460
H: -3.476 2.922 -5.040
H: -1.465 3.729 -3.860
H: 0.232 2.118 -3.055
H: 0.449 -3.387 -5.017
H: -0.913 -5.438 -5.153
H: -2.564 -5.946 -3.390
H: -2.854 -4.410 -1.481
H: -1.481 -2.367 -1.317

strongest force on any atom	0.0122	Eh/bohr
orbital gap (spin up / spin down)	7.148 / 4.497	eV
net charge	+1
DFT total energy	-154019.4460	eV
spin multiplicity	5